{"formula": "C29H59Cl24F3IO2P2", "method": "ωB97M-V/def2-TZVPD", "symbols": ["Cl", "P", "H", "H", "C", "H", "H", "Cl", "O", "H", "C", "Cl", "C", "F", "C", "F", "H", "H", "C", "H", "H", "H", "H", "C", "C", "C", "Cl", "Cl", "C", "Cl", "Cl", "Cl", "Cl", "H", "H", "C", "H", "H", "Cl", "H", "H", "I", "H", "H", "Cl", "C", "C", "Cl", "C", "H", "H", "F", "H", "C", "C", "H", "Cl", "H", "H", "Cl", "C", "Cl", "H", "C", "H", "H", "H", "H", "C", "H", "H", "H", "Cl", "H", "H", "P", "H", "H", "H", "H", "H", "H", "Cl", "Cl", "H", "H", "H", "H", "C", "C", "H", "C", "Cl", "H", "Cl", "C", "C", "H", "H", "H", "H", "C", "Cl", "C", "H", "H", "H", "C", "Cl", "H", "H", "C", "C", "Cl", "O", "H", "H", "H", "C", "Cl"], "xyz": [[8.189373, -0.146290, 5.041094], [-0.110959, -1.134407, 0.617295], [0.270713, -4.293821, -6.291919], [-10.098248, 2.036646, -8.672183], [-10.035136, 2.616809, -7.746674], [0.561604, -7.064078, 3.662865], [-5.671766, 0.200751, -0.417170], [-0.578237, -6.394184, 5.598872], [1.297720, -1.589349, -0.004180], [8.261834, 6.200581, 8.536398], [1.477014, -2.287718, 4.937958], [9.553168, 5.974899, 6.571717], [4.372168, 1.395548, 4.125715], [1.015065, 0.339617, -4.464962], [-6.802674, -3.915811, -3.259561], [2.253602, -0.285383, -2.524542], [-8.452179, -2.559990, -8.426581], [7.355770, 6.459824, -1.061148], [6.537982, 8.123015, 0.078650], [-6.047863, -4.201951, -5.256948], [3.688197, 6.876877, -2.195660], [-4.362999, -4.815272, 0.649040], [2.541563, -2.284724, 3.040950], [8.805775, 1.424040, 5.610455], [-0.133232, -8.895330, 4.560021], [0.584072, -2.166557, -6.621264], [-0.066916, -1.763594, 4.220493], [5.087406, 5.920854, -0.682456], [-3.622281, -5.301941, 1.290624], [1.758227, 4.845828, -1.410056], [-10.664074, 4.241840, -8.112420], [-0.320954, -2.138660, -8.155322], [-9.053297, -4.864327, -5.588627], [-1.161462, -8.869877, 4.185420], [-2.970164, 1.979092, -0.368981], [6.655355, 6.641001, -0.239620], [11.274588, 5.618599, 8.890528], [3.226510, 1.353991, 5.975003], [-2.459535, -4.045899, 1.780970], [3.924220, 2.931277, 5.568646], [-7.829544, -3.641064, -3.520874], [-3.793010, -0.857506, 1.410619], [-10.496128, 0.889162, -6.545053], [-1.111567, -2.151579, 0.360997], [1.677654, 8.006465, -2.706662], [9.317506, 6.359093, 8.294191], [-10.829239, 1.926096, -6.649516], [-5.968745, -1.885186, -4.907011], [-8.571688, -2.837847, -7.375096], [-11.900999, 1.918274, -6.872189], [-10.042277, -4.410517, -7.684914], [2.455309, 1.994695, -3.528537], [-4.794862, -3.762305, -4.083726], [2.398396, -2.930167, 3.913383], [7.884393, 2.066489, 6.635030], [-3.087386, -6.044246, 0.689705], [1.781994, -4.500498, 3.344022], [9.786056, 1.236261, 6.058704], [3.378677, -3.117946, 4.361631], [-0.136452, -9.741362, 6.126635], [0.683228, 1.696187, -1.013385], [-10.601144, 2.702123, -5.062400], [-3.024464, -1.127692, -1.366375], [10.226403, 5.539329, 9.196041], [1.448094, -7.513685, 5.129747], [1.758152, 1.401386, -0.657291], [1.252738, -2.971724, 5.762670], [-7.611114, -2.687236, -6.872177], [0.196161, -3.347806, -5.746270], [4.515335, 2.040991, 3.253282], [-5.107996, -6.611704, 2.138174], [-0.802110, 1.708437, 1.288081], [6.157062, 9.093882, -1.364394], [8.357826, 2.959768, 7.053386], [10.145306, 5.893840, 10.227958], [-0.709699, 0.891568, 0.086253], [5.764674, 8.312819, 0.829785], [1.950447, -1.394439, 5.356314], [-2.211359, 1.202680, -1.969871], [0.544362, 2.872175, -0.876601], [3.126851, 4.649375, -3.303373], [0.463760, -9.502520, 3.872955], [6.340464, 2.590613, 5.917565], [-1.462422, -3.202853, -5.115280], [-4.764079, -5.190799, 3.139426], [1.525341, 5.282838, -3.719436], [1.645040, -2.228218, -6.881365], [-5.236517, -0.420741, -2.154775], [-4.314047, -5.942632, 2.483275], [-3.386765, -0.243393, -0.657704], [0.091580, -1.149538, 2.072337], [-5.832656, -3.581829, -4.381595], [-9.747006, -1.698609, -6.672283], [7.489745, 8.495470, 0.469246], [-3.197634, -6.929549, 3.459387], [-4.859495, 0.253794, -1.276120], [2.352348, 5.363044, -3.006792], [-4.821875, 1.400285, -1.604037], [9.537507, 7.424110, 8.414519], [-6.779749, -4.990699, -3.056511], [5.352449, 1.207770, 4.573965], [-2.384297, 1.042859, -0.812873], [3.755766, -0.174781, 3.556354], [3.450786, 2.037998, 5.150291], [7.660117, 1.382483, 7.459743], [-8.978500, 2.713937, -7.477756], [8.948942, 2.069483, 4.738022], [2.930032, 6.769062, -2.977885], [9.784392, 3.813744, 9.208620], [0.414027, -1.213701, -6.109929], [-8.355004, -4.932563, -7.825613], [1.538735, 0.858530, -3.146018], [-9.037218, -4.281406, -7.270889], [-6.380895, -3.094029, -1.737446], [0.359541, 1.324400, -2.400122], [7.015155, 6.098516, 0.639791], [0.861586, -3.402193, -4.879443], [3.398555, 6.999109, -3.939483], [0.458638, -7.498623, 4.661703], [1.906858, 2.562123, 4.432826]], "forces_ev_per_angstrom": [[-0.127, -0.009, -0.063], [5.555, -4.440, -0.106], [-0.117, 0.262, 0.063], [-0.073, 0.049, 0.187], [0.090, -0.295, 0.047], [-0.107, -0.134, 0.128], [1.706, 0.092, -1.913], [0.097, -0.002, 0.135], [-4.454, 2.176, 1.300], [0.257, -0.063, -0.080], [0.592, -0.183, 0.325], [-0.030, -0.100, -0.056], [0.090, 0.149, -0.038], [1.777, 1.890, 4.759], [-0.157, -0.205, -0.421], [-2.355, 4.673, -2.070], [-0.089, -0.132, 0.149], [-0.242, 0.101, 0.126], [0.050, -0.133, 0.241], [-0.072, 0.079, 0.211], [-0.457, 0.062, -0.395], [0.050, -0.032, 0.152], [-0.170, -0.294, 0.141], [0.102, 0.333, 0.122], [0.009, 0.129, -0.250], [0.119, 0.039, 0.216], [-0.211, -0.056, 0.203], [0.220, -0.211, 0.311], [-0.380, -0.367, -0.213], [-0.025, 0.162, 0.241], [0.019, 0.018, 0.032], [-0.038, -0.001, 0.040], [-0.081, -0.060, 0.010], [0.217, 0.041, 0.162], [1.542, -1.897, -0.900], [0.465, 0.172, 0.132], [-0.280, -0.074, -0.022], [0.020, 0.115, -0.232], [0.283, -0.271, 0.166], [-0.221, -0.179, -0.182], [0.348, 0.062, 0.109], [0.733, 0.586, -0.971], [0.029, 0.264, -0.071], [0.076, 1.204, -0.031], [-0.055, -0.048, 0.034], [-0.054, 0.101, 0.383], [-0.043, -0.195, -0.280], [0.060, 0.120, 0.102], [0.240, -0.223, -0.189], [0.253, 0.130, 0.048], [0.197, 0.075, 0.202], [-2.968, -4.183, 1.837], [-0.229, 0.111, -0.015], [0.050, 0.182, 0.088], [0.608, -0.023, 0.250], [-0.040, 0.163, 0.238], [-0.062, 0.057, -0.078], [-0.223, 0.053, 0.026], [-0.218, 0.073, 0.009], [-0.027, 0.030, 0.009], [0.057, 1.187, 0.744], [-0.004, 0.039, 0.013], [-0.555, 1.697, 2.030], [0.113, 0.399, 0.004], [-0.274, -0.038, -0.032], [-2.133, 0.261, -0.695], [-0.097, 0.062, -0.306], [-0.292, -0.020, -0.037], [0.477, -0.034, -0.135], [-0.146, -0.141, 0.153], [0.166, 0.142, -0.062], [0.225, -0.739, -0.859], [-0.073, -0.069, -0.012], [-0.049, -0.162, -0.184], [-0.077, -0.045, -0.198], [-0.722, 1.867, -1.076], [0.108, -0.086, -0.235], [-0.089, -0.158, -0.209], [-0.131, -0.252, 2.383], [0.294, -2.606, -0.459], [-0.076, 0.150, 0.135], [-0.026, 0.159, 0.124], [0.726, 0.475, 0.641], [-0.141, 0.034, 0.035], [0.196, -0.134, -0.129], [0.112, 0.065, 0.264], [-0.177, -0.095, 0.078], [0.955, 1.331, 1.638], [-0.147, 0.069, -0.122], [-0.844, 0.684, -2.467], [-0.842, 0.576, -1.098], [0.044, -0.386, 0.130], [0.035, -0.078, 0.081], [-0.115, -0.150, -0.111], [-0.072, 0.131, -0.070], [-0.591, 0.515, 0.556], [0.272, 0.204, -0.760], [0.043, -2.582, 0.533], [0.053, -0.210, 0.000], [0.073, 0.180, -0.075], [-0.649, -0.234, -0.366], [-1.446, 0.179, -0.357], [-0.043, 0.148, -0.139], [0.336, -0.145, 0.059], [-0.035, 0.099, -0.273], [-0.274, 0.031, 0.032], [-0.122, -0.149, 0.192], [0.138, -0.049, 0.019], [0.024, -0.042, 0.006], [-0.059, -0.312, -0.146], [-0.053, 0.164, 0.109], [-0.234, -0.890, -2.415], [-0.016, 0.166, -0.463], [0.108, 0.099, 0.162], [4.146, -1.132, -0.586], [-0.110, 0.146, -0.099], [-0.106, 0.096, -0.141], [-0.138, -0.166, 0.098], [0.179, -0.181, -0.177], [-0.170, -0.021, -0.084]], "mulliken_charge": [-0.190, 0.849, 0.341, 0.285, -0.420, 0.190, 0.324, -0.151, -0.645, 0.314, -0.175, -0.183, -0.238, -0.270, -0.444, -0.163, 0.358, 0.313, -0.460, 0.323, -0.266, 0.128, 0.151, -0.475, -0.276, -0.061, -0.132, -0.154, -0.432, -0.222, -0.182, -0.183, -0.159, 0.121, 0.420, -0.515, 0.312, 0.393, -0.048, 0.400, 0.256, 0.136, -0.229, 0.016, -0.199, -0.519, 0.155, -0.234, -0.158, 0.340, 0.389, -0.205, 0.340, -0.580, 0.092, 0.324, -0.135, 0.354, 0.445, -0.193, -0.166, -0.192, 0.437, -0.403, 0.428, 0.554, 0.380, -0.019, -0.534, 0.432, 0.338, 0.222, -0.173, -0.242, 0.305, 0.143, 0.305, 0.151, 0.439, -0.017, 0.314, 0.340, -0.274, -0.126, 0.322, 0.426, 0.330, 0.026, -0.511, -0.404, -0.138, -0.436, -0.235, 0.340, -0.109, -0.679, -0.545, 0.317, 0.358, 0.338, -0.034, -0.778, -0.137, -0.530, 0.336, 0.311, 0.306, 0.172, -0.171, -0.019, 0.301, 0.658, -0.531, -0.156, -0.275, 0.323, 0.306, 0.350, -0.438, -0.208], "largest_force_ha_per_bohr": 0.1383, "total_energy_ev": -370485.665, "charge": 1, "homo_ev": -11.74}